26
Properties=species:S:1:pos:R:3:forces:R:3 method="wB97M-V/def2-TZVPD" fmax_ev_per_a=3.6 total_energy_ha=-556.85401 e_lumo_ev=0.69 homo_energy_ev=-7.4 gap_ev=8.102
N 0.69222 -2.19651 1.06977 2.22 1.46 0.45
C 1.56365 -1.42297 1.18576 -2.72 -2.03 -0.57
C 2.48988 -0.30971 1.25039 1.05 -1.52 -1.00
C 2.73916 0.39775 -0.10186 1.01 -1.66 0.12
C 1.50507 1.10806 -0.59024 0.86 0.97 1.95
C 0.49053 0.14226 -1.02420 -0.46 -0.79 -1.24
O 1.03967 -0.82715 -1.90025 -1.17 0.93 -0.26
C -0.79716 0.12342 -0.65249 0.79 -1.36 -0.45
C -1.31156 0.91511 0.42287 -1.31 1.93 1.17
C -2.39713 0.49614 1.11773 -0.11 0.13 -0.75
C -3.22551 -0.60872 0.62520 0.77 -0.95 1.64
C -2.91111 -1.36054 -0.41637 2.26 2.75 0.39
C -1.70050 -0.93617 -1.23601 -0.29 -2.06 -0.45
H 2.10261 0.31011 2.00183 -0.52 1.43 0.92
H 3.43689 -0.68685 1.64458 0.01 -0.04 -0.07
H 3.67720 0.93001 0.13231 -0.70 0.65 -0.75
H 2.95468 -0.32295 -0.92439 0.39 0.13 0.99
H 1.18127 1.67083 0.29825 -0.48 0.14 -0.59
H 1.80967 1.81082 -1.33834 -0.15 0.42 -0.78
H 0.34306 -1.13143 -2.52498 0.71 0.29 0.80
H -0.96268 1.96730 0.61646 0.19 -1.46 0.05
H -2.80429 1.01430 1.98361 0.33 0.25 -0.26
H -3.97334 -1.00327 1.28802 -0.81 0.43 0.05
H -3.62595 -1.98040 -0.80973 -1.18 -2.02 -0.89
H -2.21250 -0.46207 -2.06029 0.18 -0.02 -1.16
H -1.15258 -1.91397 -1.60083 -0.88 2.01 0.68

179
Properties=species:S:1:pos:R:3:forces:R:3 method="wB97M-V/def2-TZVPD" total_charge=-1 fmax_ev_per_a=4.0 total_energy_ha=-2991.09375 spin_multiplicity=2 s2=0.75 e_lumo_ev="2.03 / 1.96" homo_energy_ev="0.6 / -6.3" gap_ev="1.454 / 8.304"
C -4.87069 5.70927 5.72486 -0.43 -0.49 -1.03
C -3.81859 5.25208 4.70404 0.44 2.01 -1.39
C -2.38067 5.74992 4.97194 0.35 0.04 0.02
O -1.39789 5.34066 3.98636 -1.52 1.07 -0.10
C -1.55776 6.01153 2.75380 0.42 -0.37 -0.38
N -3.74883 3.86924 4.51236 -0.95 -1.58 1.00
H -5.83294 5.25021 5.49805 0.09 -0.48 -0.36
H -5.12015 6.75358 5.53704 0.56 0.30 0.83
H -4.69220 5.37145 6.74570 0.44 0.64 0.14
H -4.08466 5.61127 3.70991 -0.39 0.85 0.03
H -1.97468 5.23819 5.84453 -0.47 0.38 0.52
H -2.33850 6.83368 5.08054 0.11 0.21 0.14
H -0.68746 5.71885 2.16641 -0.08 0.16 -0.19
H -1.59705 7.09820 2.82939 0.17 0.19 0.36
H -2.45536 5.71639 2.21036 -0.14 -0.25 0.00
H -3.09622 3.67483 3.76643 0.35 -0.34 0.34
H -3.35569 3.64554 5.41542 0.53 -1.79 -0.21
C 1.38598 3.76714 3.96468 -0.19 0.17 -0.46
C 0.44712 2.71647 4.56764 0.54 0.22 -0.60
C 1.29896 1.63452 5.25782 -0.77 1.38 0.06
O 1.91589 2.40125 6.35236 -1.17 -0.75 -1.89
C 2.61518 1.59228 7.22725 0.03 0.24 0.30
N -0.51307 3.25845 5.48885 -0.21 -0.50 0.69
H 1.96588 4.39778 4.63855 -0.02 -0.42 0.41
H 0.77079 4.46375 3.39515 0.12 -0.06 -0.24
H 2.05921 3.24056 3.28823 0.15 0.23 -0.18
H -0.20893 2.44485 3.74063 0.69 -1.21 -0.45
H 2.00007 1.18128 4.55703 0.54 0.27 0.13
H 0.67577 0.80982 5.60365 -0.13 0.02 0.58
H 1.93376 0.94708 7.78179 0.04 -0.49 0.00
H 3.03918 2.29170 7.94775 0.54 -0.31 0.03
H 3.34351 1.03670 6.63651 0.41 -0.33 0.57
H -0.17632 2.99498 6.40389 -0.19 1.06 0.37
H -0.57941 4.23837 5.25337 0.12 -0.13 0.90
C -4.42364 -7.60343 -1.96202 -1.39 1.33 -0.16
C -3.87341 -6.42089 -2.84607 1.78 -1.94 0.29
C -4.32261 -5.03736 -2.51829 -0.74 0.31 1.37
O -3.85515 -4.03610 -3.38771 1.84 1.79 0.28
C -2.78958 -3.09785 -2.86003 -0.22 -0.75 -1.01
N -2.38525 -6.54849 -2.71448 -0.78 0.12 -0.16
H -5.50401 -7.72270 -2.04374 -0.26 -0.18 -0.98
H -4.48641 -7.37519 -0.89804 1.21 0.15 0.29
H -3.95071 -8.56507 -2.16120 0.18 0.35 0.01
H -4.10027 -6.61632 -3.89414 -0.17 -0.08 -0.09
H -4.04860 -4.76953 -1.49786 0.17 -0.18 0.29
H -5.41221 -5.06285 -2.50407 -0.35 0.43 -0.34
H -2.73536 -2.94312 -1.78244 -0.70 -0.29 0.05
H -2.79758 -2.13432 -3.36960 -1.26 0.12 0.03
H -1.77360 -3.34857 -3.16506 0.07 -1.20 0.01
H -2.23138 -6.49811 -1.71754 0.42 -0.09 0.34
H -1.97403 -5.70053 -3.07771 0.23 0.15 -0.23
C 1.50408 3.88939 -3.99689 -0.26 2.23 1.06
C 2.63409 4.96431 -3.74600 -0.59 -3.62 -1.52
C 2.31595 6.00579 -2.72291 -1.32 -0.05 0.37
O 3.19192 7.03824 -2.91641 1.81 2.92 0.93
C 3.11233 8.15721 -1.98272 -1.23 -0.40 -0.88
N 3.73255 4.12060 -3.28286 1.36 0.77 0.89
H 0.61611 4.48820 -4.19948 -0.43 -0.35 -0.26
H 1.36210 3.40292 -3.03185 -0.10 -0.49 -0.28
H 1.68795 3.20682 -4.82658 0.28 0.06 0.24
H 2.85428 5.33788 -4.74603 -0.02 0.98 0.14
H 2.36090 5.61115 -1.70786 0.30 -0.43 0.18
H 1.31388 6.42858 -2.79510 -0.59 -0.32 -0.43
H 2.12641 8.61345 -1.89368 -0.93 -0.51 -0.60
H 3.62576 9.01847 -2.41017 0.95 -0.57 0.33
H 3.25424 7.91350 -0.92983 1.12 -0.30 -0.12
H 4.51377 4.72800 -3.08070 0.30 0.22 0.44
H 4.14910 3.49550 -3.95802 -0.64 -0.19 -0.49
C -7.48803 -2.04758 -1.62195 0.90 0.23 -1.31
C -7.33580 -0.59863 -1.10948 -0.26 -3.25 -1.10
C -6.32935 0.28316 -1.96575 -1.57 -2.50 0.61
O -6.32975 1.51746 -1.37358 1.89 0.97 1.82
C -5.35393 1.50088 -0.22846 -0.94 1.19 -1.41
N -8.64982 -0.05134 -1.36420 -0.25 2.47 0.19
H -8.28388 -2.61566 -1.14028 0.13 0.14 0.23
H -6.58102 -2.64441 -1.71807 0.23 -0.03 0.69
H -7.76255 -1.93049 -2.67029 -0.43 -0.08 -0.16
H -7.20164 -0.70412 -0.03293 1.00 0.66 0.11
H -6.70439 0.29523 -2.98913 -0.64 0.52 0.06
H -5.36516 -0.19435 -2.14018 0.52 0.03 0.82
H -5.44010 2.50200 0.19398 0.17 -0.01 -0.05
H -4.36738 1.35849 -0.66952 0.02 -0.13 0.28
H -5.55406 0.79955 0.58157 -0.22 -0.36 -0.44
H -9.39446 -0.24900 -0.71110 0.10 -1.22 0.29
H -8.42933 0.86579 -1.00314 -0.59 1.33 -0.64
C -0.46895 -0.26164 -5.47773 -0.44 -0.18 0.01
C 0.71550 -0.51523 -6.40473 0.69 -1.23 -0.05
C 0.50045 -1.84646 -7.20921 -2.11 0.27 -0.63
O 0.08140 -2.94745 -6.41199 1.68 -0.29 1.00
C -0.93438 -3.79735 -6.92345 -0.47 1.79 0.41
N 1.04239 0.61584 -7.30300 0.34 -1.15 0.28
H -0.69212 -1.05793 -4.76765 0.51 -0.19 0.03
H -1.39116 -0.19819 -6.05531 -0.09 0.30 -0.29
H -0.36097 0.65468 -4.89738 0.14 0.07 -0.10
H 1.60753 -0.75146 -5.82458 0.17 0.56 0.34
H 1.23132 -2.20129 -7.93587 0.75 0.53 0.35
H -0.35638 -1.57266 -7.82482 -0.46 -0.02 -0.55
H -0.74312 -4.20380 -7.91658 0.12 0.03 -0.06
H -1.75480 -3.08012 -6.89961 -0.95 -0.60 -0.79
H -1.19357 -4.58252 -6.21322 0.52 0.02 0.04
H 0.31693 0.84746 -7.96646 -0.23 0.02 0.23
H 1.30751 1.42226 -6.75573 -0.17 0.06 -0.10
C -1.31327 2.52371 -0.87684 -0.58 0.38 0.28
C -1.52879 1.12222 -0.25680 2.01 0.71 -2.23
C -0.15070 0.31957 -0.25695 -0.40 0.34 -1.11
O 0.25782 0.16307 -1.61220 -0.01 -0.61 -1.60
C 1.03796 -1.01500 -1.94930 -0.99 0.57 1.23
N -2.08420 1.24514 1.01332 -0.43 -0.70 2.64
H -1.04856 2.58971 -1.93214 0.72 -0.39 0.22
H -0.69805 3.09305 -0.18008 0.92 -0.16 -0.37
H -2.18044 3.18347 -0.84787 -0.92 -0.51 0.14
H -2.17340 0.51830 -0.89543 -0.08 -0.08 -0.37
H -0.32514 -0.65057 0.20834 0.08 -0.09 0.24
H 0.73712 0.82658 0.12096 -0.50 0.34 1.30
H 0.35202 -1.84408 -2.12314 -0.01 -0.22 -0.08
H 1.66703 -1.26791 -1.09583 0.19 -0.13 -0.01
H 1.67679 -0.88223 -2.82243 -0.38 0.54 0.06
H -1.50993 0.83652 1.73674 -0.23 -0.02 0.17
H -2.48972 2.10559 1.35282 0.26 0.09 -0.54
C -2.43198 -3.63150 6.59667 0.48 -0.49 -0.78
C -1.78248 -2.32755 6.13911 0.39 1.22 0.10
C -0.42674 -2.15627 6.86071 -0.50 0.61 -0.04
C 0.66386 -3.11755 6.39022 -1.26 0.86 -0.88
C 0.81643 -2.89001 4.87440 -1.05 -0.02 0.28
C -0.48402 -3.03672 4.00872 1.76 0.50 0.04
N -1.50724 -2.21881 4.68201 -0.69 0.39 -0.22
O -2.77777 -2.19622 3.97224 1.48 0.02 0.35
C -0.17454 -2.37870 2.56491 -0.59 -1.82 0.99
C -0.79975 -4.52784 3.85483 -1.74 0.54 -1.14
C -2.64195 -1.05334 6.44954 -0.12 -0.39 -0.44
H -1.67646 -4.30911 6.99432 0.04 0.03 0.26
H -2.70332 -4.13508 5.66883 -0.92 -0.32 0.36
H -3.22360 -3.55202 7.34174 -0.15 0.14 -0.36
H -0.20591 -1.10904 6.65422 0.68 0.07 0.14
H -0.65264 -2.23611 7.92404 0.18 -0.05 0.18
H 0.28177 -4.11054 6.62703 0.67 -0.31 0.01
H 1.64273 -2.89580 6.81536 -0.17 -0.29 0.45
H 1.58145 -3.58575 4.52975 0.10 0.44 -0.54
H 1.03844 -1.82764 4.77351 0.83 -0.06 -0.20
H -1.11112 -2.58192 2.04567 -0.02 0.80 -0.46
H 0.22832 -1.36826 2.49548 -0.71 0.28 0.65
H 0.57807 -2.94446 2.01575 0.09 -0.51 0.30
H -0.60738 -5.16691 4.71663 0.53 -0.05 -0.35
H -1.86374 -4.63878 3.64574 -0.68 0.16 0.57
H -0.56167 -4.86708 2.84669 1.35 -0.51 0.37
H -2.27299 -0.19826 5.88313 0.50 -0.03 0.15
H -2.67854 -0.79595 7.50808 0.09 -0.21 0.10
H -3.65837 -1.12665 6.06274 -0.10 -0.43 0.25
H -3.17081 -3.04987 4.16820 -0.41 -0.48 -0.13
C 5.31892 -0.27242 -4.11522 -0.39 0.29 0.28
C 5.48943 -1.36723 -3.07346 0.27 1.13 1.83
C 5.78431 -2.66392 -3.78622 0.39 -0.42 -0.09
C 7.17093 -2.68022 -4.33392 1.29 -0.07 -0.20
C 8.21097 -2.42957 -3.19314 -0.55 -0.65 -1.81
C 7.99338 -1.17538 -2.29061 0.25 -0.57 -0.52
N 6.52186 -0.98756 -2.02174 1.95 -1.67 -0.50
O 6.21460 -0.03192 -0.98516 0.24 -0.36 -1.73
C 8.75455 -1.66154 -1.01115 -0.80 0.97 0.82
C 8.83305 0.01501 -2.92626 -0.11 -0.09 1.16
C 4.22787 -1.61577 -2.28219 -0.24 -0.03 -0.62
H 4.83717 -0.73672 -4.97571 0.03 0.45 -0.28
H 6.26231 0.20874 -4.37328 0.01 -0.25 -0.21
H 4.67152 0.50593 -3.71132 -0.08 0.12 -0.07
H 5.61725 -3.51496 -3.12598 0.30 -0.04 0.28
H 5.03806 -2.80037 -4.56890 -0.08 0.21 -0.10
H 7.37153 -2.02573 -5.18216 -0.49 1.27 0.39
H 7.37820 -3.55240 -4.95395 0.12 -1.00 0.87
H 9.16131 -2.39292 -3.72572 0.32 0.68 0.18
H 8.37777 -3.33759 -2.61367 -0.76 -0.03 0.34
H 9.76673 -2.00278 -1.22825 -0.08 0.07 -0.16
H 8.80643 -0.92959 -0.20513 0.28 0.63 -0.27
H 8.21446 -2.44887 -0.48530 -0.16 -0.44 -0.57
H 8.74977 0.88498 -2.27487 0.00 0.07 0.09
H 9.87231 -0.31257 -2.89915 0.13 0.02 0.20
H 8.72239 0.39342 -3.94246 -0.88 -0.55 -0.16
H 4.35885 -2.47447 -1.62371 0.18 0.37 0.47
H 3.48808 -1.98591 -2.99199 -0.40 0.44 -0.03
H 3.94029 -0.68666 -1.79010 -0.36 -0.39 0.17
H 6.20830 -0.56700 -0.18812 -0.17 -0.21 0.18

57
Properties=species:S:1:pos:R:3:forces:R:3 method="wB97M-V/def2-TZVPD" fmax_ev_per_a=17.6 total_energy_ha=-2392.03294 e_lumo_ev=-1.30 homo_energy_ev=-7.6 gap_ev=6.297
O 0.34948 1.28610 0.56182 1.71 0.48 -1.03
C 0.95866 0.19567 0.72806 -10.27 4.89 0.78
N 0.17304 -0.76854 1.13130 -7.41 -8.17 2.46
C 0.48709 -2.17903 1.21195 0.42 2.37 -1.04
N 1.69216 -2.67723 0.92447 -1.67 1.74 1.64
C 2.47938 -1.58942 0.86676 3.26 -1.13 -1.10
C 2.10185 -0.29631 0.77613 13.76 2.03 -3.57
C 3.29651 0.66416 0.17652 -2.45 -2.59 3.36
C 4.42101 -0.04418 0.18440 0.93 0.15 0.46
S 4.27161 -1.81047 0.62142 -1.38 1.84 -0.35
C 5.76596 0.69819 0.03167 2.24 -6.94 -1.23
C 5.57522 1.97576 -0.73329 13.84 -2.04 10.08
C 4.68720 2.53949 0.02688 -4.97 10.42 9.60
C 3.29087 2.19901 0.05970 1.38 -6.60 -3.50
H 2.55984 2.56997 0.58408 -2.99 2.60 4.10
H 2.80341 2.23233 -0.86066 -0.48 0.85 -2.53
H 4.68932 3.57974 -0.19361 -0.21 1.65 -0.28
H 4.92070 2.70762 1.27192 0.20 -1.02 -3.18
H 6.75483 2.48447 -0.71232 -3.59 -0.95 -0.33
H 5.31033 1.81140 -1.54491 -3.97 -2.67 -13.68
H 6.34989 -0.17537 -0.72379 -0.77 2.52 2.30
H 6.25526 0.68107 1.11241 -0.63 0.56 -2.56
C -0.62783 -3.08084 1.51029 0.01 -4.00 3.12
N -1.50862 -3.39531 0.45187 10.66 3.73 -5.28
C -1.03612 -2.77254 -1.24563 7.68 -8.20 5.96
C -1.58379 -1.56238 -1.39408 -5.15 2.50 -3.42
N -3.05344 -1.69327 -0.97808 3.69 12.48 -0.92
S -3.41267 -0.22809 0.19210 -1.31 -7.14 4.35
O -2.78954 -0.69472 1.54390 0.50 2.39 -4.08
O -4.83825 -0.41253 0.38621 0.27 1.66 -1.28
C -2.84576 1.26929 -0.53099 -0.43 -1.01 -2.00
C -2.88573 1.24705 -1.98495 0.34 -0.30 6.47
C -2.31393 2.44967 -2.44178 -4.34 -7.57 -7.95
C -1.85556 3.30433 -1.70247 4.05 10.50 5.92
C -1.91044 3.27591 -0.29690 7.90 13.59 -3.85
C -2.35932 2.40980 0.34565 -7.32 -15.95 -1.08
C -2.51683 2.19442 1.63815 -2.48 2.34 16.93
F -3.74835 1.74627 2.45277 0.17 0.45 -4.29
F -2.48525 3.47771 2.33433 -0.14 0.29 -2.37
F -1.73888 1.60850 2.55947 2.56 -1.67 -2.60
H -1.42417 4.07116 0.47097 -1.01 -0.97 -2.74
H -1.55059 4.38317 -1.90420 -0.06 -1.83 -1.16
H -2.43823 2.44896 -3.50840 0.63 1.11 -0.60
H -3.30347 0.31732 -2.41385 0.43 1.03 -0.40
C -3.74857 -2.74476 -0.74499 -0.38 -6.43 2.98
C -2.73100 -3.57750 0.44833 -12.06 -3.01 2.85
H -3.08724 -3.15470 1.45142 -0.58 -0.44 -0.97
H -3.06659 -4.71469 0.53388 0.18 1.47 -0.67
H -3.60578 -3.30727 -1.69416 -1.25 -0.54 0.57
H -4.80851 -2.56143 -0.32935 1.80 -0.46 -0.93
H -1.59157 -1.41084 -2.52167 -0.07 0.47 0.66
H -1.10636 -0.70799 -0.98227 0.39 0.45 0.70
H 0.24102 -2.80281 -1.12727 -3.75 0.26 -0.59
H -1.25928 -3.76616 -1.66062 -0.52 1.19 -0.77
H 0.00823 -4.19365 1.84723 -1.75 3.11 -0.64
H -1.21610 -2.78356 2.49685 1.03 -0.30 -1.96
H -0.99511 -0.72297 1.29732 3.31 0.78 -0.33